(1)
Entry from the Open Molecules 2025 dataset: 2 unconnected molecules or ions with the total composition C7H10N in a non-equilibrium geometry (ωB97M-V/def2-TZVPD).

Last column: natural (NBO) charge in e.
Atoms and positions in Å:
C: -1.010 1.665 1.863  -0.226
C: -0.822 -2.011 -0.005  -0.295
C: -1.107 1.011 -1.159  -0.229
C: 2.306 -0.410 -0.655  0.044
C: 0.034 1.331 1.109  -0.250
C: 0.398 -1.806 -0.599  -0.072
C: -0.241 0.868 -0.181  0.149
N: 1.113 -0.633 -0.352  -0.336
H: -0.876 2.048 2.869  0.218
H: -2.033 1.722 1.587  0.210
H: -1.357 -2.973 -0.189  0.240
H: -1.310 -1.357 0.686  0.215
H: -1.076 0.282 -1.871  0.205
H: -1.718 1.919 -1.437  0.230
H: 2.844 0.559 -0.627  0.222
H: 2.941 -1.306 -1.075  0.196
H: 1.135 1.518 1.392  0.258
H: 0.779 -2.426 -1.355  0.220

multiplicity	3
maximum force	0.09380	Eh/bohr
E	-8896.51849	eV
HOMO-LUMO gap (alpha / beta)	6.79 / 6.32	eV
HOMO (alpha / beta)	-10.9 / -14.0	eV
<S²>	2.03
charge	+1

---

(2)
Entry from the Open Molecules 2025 dataset: a molecular structure, C7H10N in a non-equilibrium geometry (ωB97M-V/def2-TZVPD).

Last column: natural (NBO) charge in e.
Atoms and positions in Å:
C: 2.169 0.348 1.294  -0.034
C: 1.258 1.109 1.146  0.186
C: -0.994 0.743 0.421  -0.385
C: 0.263 1.554 0.239  -0.350
C: 0.975 0.847 -0.834  0.004
C: -0.488 -0.672 0.104  -0.089
C: -1.417 -1.607 -0.503  -0.647
N: 0.789 -0.414 -0.636  -0.397
H: 2.961 -0.135 1.751  0.257
H: -1.506 0.901 1.329  0.254
H: -1.694 0.976 -0.395  0.237
H: 0.233 2.702 0.145  0.305
H: 1.875 1.156 -1.384  0.247
H: -0.211 -1.021 1.052  0.228
H: -1.034 -1.868 -1.534  0.231
H: -2.396 -1.103 -0.830  0.244
H: -1.764 -2.479 0.125  0.265
H: 0.981 -1.036 -1.490  0.443

multiplicity	3
maximum force	0.13245	Eh/bohr
E	-8897.00971	eV
HOMO-LUMO gap (alpha / beta)	8.09 / 7.41	eV
HOMO (alpha / beta)	-11.6 / -15.4	eV
<S²>	2.01
charge	+1

---

(3)
Entry from the Open Molecules 2025 dataset: a gas-phase ion, C7H10N (charge +1) in a non-equilibrium geometry (ωB97M-V/def2-TZVPD).

Last column: natural (NBO) charge in e.
Atoms and positions in Å:
C: 0.144 1.799 -0.350  0.032
C: 0.235 0.581 0.266  0.244
C: -1.851 0.783 -1.521  0.273
C: 2.446 -0.314 0.756  -0.393
C: 1.787 0.188 2.052  -0.380
C: 0.945 -0.455 0.965  -0.325
C: -2.397 -0.576 -1.618  -0.689
N: -0.822 1.002 -0.845  -0.298
H: 0.629 2.811 -0.447  0.266
H: -2.328 1.518 -2.092  0.225
H: 2.785 0.364 -0.008  0.224
H: 3.118 -1.208 0.744  0.255
H: 1.983 -0.341 2.996  0.261
H: 1.749 1.313 2.230  0.235
H: 0.369 -1.355 1.069  0.273
H: -2.359 -1.240 -0.757  0.262
H: -3.413 -0.476 -1.950  0.257
H: -1.836 -1.021 -2.475  0.276

multiplicity	3
maximum force	0.12060	Eh/bohr
E	-8896.42909	eV
HOMO-LUMO gap (alpha / beta)	6.94 / 7.81	eV
HOMO (alpha / beta)	-10.6 / -14.9	eV
<S²>	2.02
charge	+1

---

(4)
Entry from the Open Molecules 2025 dataset: a molecular structure, C7H10N2 in a non-equilibrium geometry (ωB97M-V/def2-TZVPD).

Last column: natural (NBO) charge in e.
Atoms and positions in Å:
C: 1.973 -0.711 -0.161  -0.655
C: -0.667 -2.116 -0.714  -0.639
C: 0.678 -0.015 -0.458  0.067
C: -0.508 -0.621 -0.674  0.181
C: 0.098 2.358 1.074  -0.270
N: -1.635 0.068 -1.100  -0.797
C: -0.479 2.337 2.251  -0.337
C: 0.471 1.879 -0.127  0.307
N: 0.955 1.496 -1.181  -0.364
H: -1.594 1.076 -1.025  0.396
H: -2.523 -0.338 -0.843  0.383
H: 1.920 -1.380 0.702  0.222
H: 2.787 -0.021 0.047  0.239
H: 2.297 -1.302 -1.020  0.217
H: -1.671 -2.396 -0.397  0.211
H: -0.523 -2.489 -1.734  0.234
H: 0.040 -2.630 -0.049  0.229
H: -0.370 3.194 2.914  0.195
H: -1.250 1.610 2.495  0.181

maximum force	0.09073	Eh/bohr
E	-10396.46650	eV
HOMO-LUMO gap	7.54	eV
HOMO	-7.2	eV
charge	0

---

(5)
Entry from the Open Molecules 2025 dataset: a molecular structure, C7H10N2 in a non-equilibrium geometry (ωB97M-V/def2-TZVPD).

Last column: natural (NBO) charge in e.
Atoms and positions in Å:
C: -0.939 -0.646 0.920  -0.094
C: 0.012 0.407 1.620  -0.518
C: -0.651 1.527 -0.337  -0.423
C: -0.230 -0.415 -1.410  -0.384
C: -1.282 0.119 -0.398  -0.330
C: 0.624 1.008 0.351  -0.216
C: 1.022 -0.331 -0.492  -0.125
N: 1.224 -2.484 0.347  -0.277
N: 0.638 -1.398 0.259  0.009
H: -0.668 1.129 2.225  0.228
H: 0.769 0.251 2.421  0.227
H: -0.359 1.899 -1.349  0.209
H: -1.094 2.256 0.408  0.223
H: -0.663 -1.358 -1.792  0.229
H: -0.156 0.142 -2.301  0.216
H: -2.394 0.069 -0.809  0.234
H: 1.529 1.557 0.527  0.220
H: 1.993 -0.453 -1.000  0.225
H: 0.626 -3.278 0.810  0.349

maximum force	0.09746	Eh/bohr
E	-10394.76388	eV
HOMO-LUMO gap	7.58	eV
HOMO	-7.4	eV
charge	0

---

(6)
Entry from the Open Molecules 2025 dataset: a single C7H10N2 molecule in a non-equilibrium geometry (ωB97M-V/def2-TZVPD).

Last column: natural (NBO) charge in e.
Atoms and positions in Å:
C: 2.618 -0.598 -0.453  -0.634
C: 1.137 -0.789 -0.203  0.228
C: 0.510 -1.963 0.082  -0.263
C: -0.861 -2.050 0.064  -0.162
C: -1.588 -0.947 -0.138  -0.268
C: -0.891 0.282 -0.295  0.211
C: -1.541 1.658 -0.321  -0.241
N: -1.371 2.576 0.824  -0.819
N: 0.402 0.334 -0.392  -0.444
H: 3.014 -0.633 -1.445  0.225
H: 2.890 0.360 -0.126  0.227
H: 3.069 -1.340 0.050  0.205
H: 0.991 -2.859 0.232  0.208
H: -1.312 -2.963 0.280  0.211
H: -2.646 -0.817 -0.192  0.216
H: -2.521 1.476 -0.555  0.182
H: -1.194 2.331 -1.272  0.198
H: -0.358 2.736 0.921  0.368
H: -1.789 2.171 1.618  0.352

maximum force	0.07606	Eh/bohr
SMILES	Cc1cccc(CN)n1
E	-10400.37707	eV
HOMO-LUMO gap	10.17	eV
HOMO	-9.2	eV
charge	0

---

(7)
Entry from the Open Molecules 2025 dataset: 2 unconnected molecules or ions with the total composition C7H10N2 in a non-equilibrium geometry (ωB97M-V/def2-TZVPD).

Last column: natural (NBO) charge in e.
Atoms and positions in Å:
C: 2.735 0.904 1.264  0.246
C: 1.047 2.475 1.784  -0.297
C: 1.589 1.257 1.997  -0.325
C: -0.138 -0.264 -1.754  -0.432
C: 0.682 -1.162 -0.957  -0.448
C: -0.382 -0.501 -0.291  0.060
C: -1.268 -1.505 1.620  -0.447
N: 3.642 0.508 0.695  -0.312
N: -1.383 -0.701 0.506  -0.373
H: 0.374 2.866 2.585  0.207
H: 1.468 3.282 1.128  0.220
H: 0.451 0.577 -2.058  0.209
H: -0.899 -0.599 -2.469  0.210
H: 0.393 -2.150 -1.278  0.210
H: 1.687 -0.909 -0.598  0.243
H: -0.368 -2.044 1.642  0.175
H: 1.287 0.482 2.720  0.256
H: -1.953 -1.576 2.365  0.184
H: -2.230 -0.171 0.550  0.414

maximum force	0.07708	Eh/bohr
E	-10395.30891	eV
HOMO-LUMO gap (alpha / beta)	6.75 / 6.79	eV
HOMO (alpha / beta)	-6.5 / -6.6	eV
charge	0

---

(8)
Entry from the Open Molecules 2025 dataset: 2 unconnected molecules or ions with the total composition C7H10N2O in a non-equilibrium geometry (ωB97M-V/def2-TZVPD).

Last column: natural (NBO) charge in e.
Atoms and positions in Å:
C: -2.325 1.304 0.079  -0.174
C: -2.992 0.176 0.478  -0.274
C: -2.437 -1.091 0.076  0.049
N: -1.292 -1.203 -0.558  -0.459
C: -0.611 -0.106 -0.882  0.030
C: -1.075 1.190 -0.616  -0.256
H: -2.799 2.280 0.332  0.215
H: -3.886 0.219 1.030  0.214
H: -2.969 -2.017 0.262  0.187
H: 0.278 -0.271 -1.535  0.205
H: -0.595 2.117 -0.891  0.237
C: 2.683 0.051 1.229  -0.721
C: 2.101 0.138 -0.161  0.636
N: 1.753 -1.014 -0.633  -0.798
O: 2.013 1.183 -0.865  -0.651
H: 3.386 1.058 1.491  0.261
H: 3.436 -0.927 1.223  0.225
H: 1.776 -0.171 2.033  0.251
H: 1.775 -0.975 -1.784  0.405
H: 1.778 -1.940 -0.310  0.417

maximum force	0.14240	Eh/bohr
SMILES	c1ccncc1.CC(N)=O
E	-12446.61709	eV
HOMO-LUMO gap	9.88	eV
HOMO	-9.2	eV
charge	0

---

(9)
Entry from the Open Molecules 2025 dataset: a single C7H10N2O molecule in a non-equilibrium geometry (ωB97M-V/def2-TZVPD).

Last column: natural (NBO) charge in e.
Atoms and positions in Å:
C: 1.144 -1.857 0.940  -0.433
C: 1.000 -0.988 -0.061  0.195
C: 2.032 -0.753 -1.117  -0.673
N: -0.359 -0.241 -0.168  -0.236
N: -1.435 -1.079 0.011  -0.437
C: -2.513 -0.292 0.303  0.583
O: -3.624 -0.639 0.647  -0.654
C: -2.061 1.070 0.279  -0.405
C: -0.769 1.056 -0.003  0.208
C: 0.112 2.294 -0.058  -0.660
H: 0.435 -1.966 1.792  0.231
H: 2.151 -2.327 1.002  0.215
H: 2.398 -1.689 -1.457  0.234
H: 2.924 -0.230 -0.879  0.231
H: 1.493 -0.220 -1.876  0.233
H: -1.376 -2.071 -0.045  0.423
H: -2.699 1.896 0.675  0.242
H: 0.083 2.779 0.948  0.237
H: -0.182 3.075 -0.755  0.241
H: 1.246 2.182 -0.179  0.225

maximum force	0.09025	Eh/bohr
SMILES	C=C(C)n1[nH]c(=O)cc1C
E	-12446.48985	eV
HOMO-LUMO gap	8.44	eV
HOMO	-7.8	eV
charge	0

---

(10)
Entry from the Open Molecules 2025 dataset: 2 unconnected molecules or ions with the total composition C7H10N2O2S in a non-equilibrium geometry (ωB97M-V/def2-TZVPD).

Last column: natural (NBO) charge in e.
Atoms and positions in Å:
C: -0.771 2.121 -0.942  -0.614
C: -0.181 2.034 0.438  0.637
C: 1.653 2.647 -0.936  0.073
C: 2.893 2.963 -1.330  -0.517
C: -0.680 -0.278 -1.127  0.653
C: -1.288 -2.667 1.238  -0.408
C: -1.705 -1.002 -0.389  -0.375
N: 1.175 2.122 0.234  -0.633
N: -1.483 -2.362 -0.143  -0.621
O: 0.137 -0.396 -1.996  -0.485
O: -0.772 1.776 1.445  -0.615
S: 0.300 2.655 -2.146  0.357
H: 3.103 3.287 -2.302  0.213
H: 3.697 3.181 -0.625  0.205
H: -1.706 -1.842 1.870  0.206
H: -1.640 -3.682 1.442  0.205
H: -0.178 -2.772 1.465  0.175
H: -1.938 -0.556 0.639  0.266
H: -2.661 -0.755 -1.116  0.239
H: 1.693 1.902 1.027  0.415
H: -1.832 2.220 -1.211  0.249
H: -0.852 -2.747 -0.771  0.374

maximum force	0.09969	Eh/bohr
E	-25327.79130	eV
HOMO-LUMO gap (alpha / beta)	7.35 / 7.36	eV
HOMO (alpha / beta)	-7.1 / -7.1	eV
charge	0

---

(11)
Entry from the Open Molecules 2025 dataset: a molecular structure, C7H10N2O2Ti in a non-equilibrium geometry (ωB97M-V/def2-TZVPD).

Last column: natural (NBO) charge in e.
Atoms and positions in Å:
C: -0.479 0.827 -1.979  -0.432
C: 0.920 0.928 -1.696  -0.263
C: 1.110 1.844 -0.619  -0.285
C: -0.184 2.313 -0.209  -0.197
C: -1.161 1.688 -1.051  -0.263
Ti: -0.694 -0.472 -0.037  1.096
N: -2.568 -0.377 -0.038  -0.846
C: 0.219 -2.389 -0.527  -0.547
C: 1.437 -1.786 -0.529  -0.273
H: 2.058 2.175 -0.210  0.233
H: 1.726 0.464 -2.287  0.224
H: -0.378 3.051 0.562  0.241
H: -2.237 1.902 -1.032  0.269
H: -0.931 0.322 -2.848  0.256
H: 1.897 -1.509 -1.475  0.231
H: -0.294 -2.770 0.403  0.266
H: -2.728 -1.367 0.153  0.311
H: 2.115 -1.938 0.309  0.246
H: -0.425 -2.452 -1.449  0.257
O: 0.417 -1.088 3.285  -0.374
N: 0.120 -0.725 2.144  0.291
O: -0.363 0.451 1.949  -0.441

maximum force	0.13137	Eh/bohr
E	-37605.95372	eV
HOMO-LUMO gap (alpha / beta)	7.17 / 7.16	eV
HOMO (alpha / beta)	-8.6 / -8.6	eV
charge	0